{"formula": "C3H12N2O", "method": "ωB97M-V with the def2-TZVPD basis set", "species": ["N", "C", "C", "C", "N", "H", "H", "H", "H", "H", "H", "H", "H", "H", "H", "H", "H", "O"], "positions_angstrom": [[-0.1339, -0.8662, 0.6502], [0.8943, 0.0201, 0.0755], [0.4644, 0.7126, -1.2290], [1.3933, 1.0056, 1.1265], [1.7278, 0.3188, 2.3629], [-0.9583, -0.3016, 0.8086], [-0.4422, -1.4528, -0.1218], [1.7296, -0.6293, -0.2051], [1.3157, 1.1973, -1.7041], [0.0620, -0.0187, -1.9242], [-0.3114, 1.4357, -0.9594], [0.6897, 1.8467, 1.2167], [2.2967, 1.5060, 0.7605], [0.9262, 0.2690, 2.9822], [2.4080, 0.8247, 2.9286], [-3.8932, -2.1282, -1.5182], [-4.0379, -2.1527, -3.0081], [-4.1309, -1.5869, -2.2417]], "forces_ev_per_angstrom": [[-0.1, 0.3, -0.7], [0.4, -0.4, -0.5], [-0.1, 0.0, 0.9], [0.4, 0.3, -0.3], [0.1, 0.3, 0.9], [-0.3, 0.3, 0.3], [0.1, -0.3, 0.2], [0.1, -0.1, 0.3], [-0.1, 0.2, 0.0], [-0.1, 0.0, -0.1], [0.0, 0.1, -0.4], [-0.3, -0.2, 0.2], [0.0, -0.3, -0.1], [-0.1, -0.4, -0.3], [0.0, 0.0, -0.5], [0.4, -0.9, 1.3], [0.0, -0.1, -0.2], [-0.4, 0.9, -1.0]], "smiles": "C[C@H](N)CN.O", "e_above_lowest_kj_mol": 28.0, "e_homo_ev": -9.19, "charge": 0, "e_lumo_ev": 0.7625}


{"formula": "C3H12N2O", "method": "ωB97M-V with the def2-TZVPD basis set", "species": ["C", "O", "C", "H", "H", "H", "H", "H", "H", "N", "C", "N", "H", "H", "H", "H", "H", "H"], "positions_angstrom": [[-0.6752, 1.4484, -0.9932], [-1.1647, 2.6215, -1.7360], [-1.4574, 0.3047, -1.5630], [0.4052, 1.3938, -1.0806], [-0.8993, 1.6992, 0.0497], [-1.2035, 3.4089, -1.1701], [-2.3531, 0.6129, -2.0875], [-0.7955, -0.2890, -2.1963], [-1.8001, -0.3058, -0.7157], [0.4762, -0.8654, 2.2738], [1.3640, -0.8297, 1.0763], [1.6321, -2.0498, 0.4005], [-0.3392, -1.4534, 2.3519], [0.3478, 0.1189, 2.4649], [0.9867, -0.0514, 0.3953], [2.3125, -0.4774, 1.4759], [2.3434, -2.6426, 0.7979], [0.8202, -2.6436, 0.2562]], "forces_ev_per_angstrom": [[-1.2, 2.7, -0.2], [0.4, 0.2, 0.2], [0.5, -1.3, 1.0], [0.1, -0.3, -0.3], [0.0, -0.7, 0.1], [0.2, -0.5, -0.2], [0.1, 0.3, -0.2], [-0.4, -0.1, -0.1], [0.1, -0.3, -0.3], [1.4, 0.4, -0.1], [-0.4, 0.1, 0.9], [-0.5, -0.9, -0.6], [-0.1, 0.3, -0.6], [-0.8, -0.3, 0.6], [0.1, -0.5, -0.2], [0.2, 0.2, -0.2], [0.1, 0.3, 0.4], [0.0, 0.4, -0.1]], "smiles": "CCO.NCN", "e_above_lowest_kj_mol": 113.4, "e_homo_ev": -8.91, "charge": 0, "e_lumo_ev": 0.8059}


{"formula": "C3H12N2O", "method": "ωB97M-V with the def2-TZVPD basis set", "species": ["C", "O", "C", "H", "H", "H", "H", "H", "H", "N", "C", "N", "H", "H", "H", "H", "H", "H"], "positions_angstrom": [[-0.9709, -3.5544, -0.0453], [-0.7332, -4.1244, 1.2280], [-2.0453, -4.3512, -0.7955], [-0.0348, -3.5325, -0.6180], [-1.2813, -2.5045, -0.0102], [-0.6094, -3.4693, 1.9254], [-3.0034, -3.8654, -0.6392], [-1.9641, -5.4176, -0.6548], [-1.8183, -4.2265, -1.8584], [2.6272, 4.2382, -0.1928], [1.3352, 3.6232, -0.2783], [0.4353, 3.8316, 0.8217], [2.5532, 5.2377, -0.1105], [3.2048, 3.8113, 0.5173], [1.4513, 2.5739, -0.5045], [0.7772, 3.9332, -1.1594], [-0.2651, 4.5367, 0.7356], [0.3416, 3.2598, 1.6388]], "forces_ev_per_angstrom": [[0.1, 0.0, -0.4], [-0.1, -0.1, 0.5], [1.0, 1.1, -0.8], [0.0, -0.3, 0.1], [-0.1, -0.1, 0.3], [0.0, 0.0, -0.4], [-0.4, -0.7, 0.3], [-0.4, -0.2, 0.6], [-0.2, 0.1, -0.1], [0.2, -0.3, -0.8], [-0.8, -0.3, 0.0], [-0.3, 0.2, 0.3], [0.2, 0.1, 0.4], [-0.1, 0.3, 0.1], [0.3, -0.6, 0.4], [0.3, 0.6, -0.2], [-0.1, 0.1, 0.0], [0.3, -0.2, -0.2]], "smiles": "CCO.NCN", "e_above_lowest_kj_mol": 92.9, "e_homo_ev": -8.78, "charge": 0, "e_lumo_ev": 0.7844}


{"formula": "C3H12N2O", "method": "ωB97M-V with the def2-TZVPD basis set", "species": ["C", "C", "C", "N", "N", "H", "H", "H", "H", "H", "H", "H", "H", "H", "H", "H", "H", "O"], "positions_angstrom": [[0.5010, 0.7109, 1.6330], [0.2357, 0.0117, 0.3036], [-0.8119, 0.7926, -0.4968], [-0.9156, 0.2568, -1.8685], [1.3394, -0.1000, 2.5260], [-0.3955, 1.1078, 2.1168], [1.0247, 1.6345, 1.3546], [-0.1418, -1.0030, 0.4503], [1.1519, 0.0522, -0.2882], [-1.7534, 0.6934, 0.0395], [-0.5793, 1.8517, -0.5390], [-0.2065, 0.7664, -2.4166], [-1.7411, 0.6588, -2.3001], [1.0841, 0.0740, 3.4967], [2.2848, 0.2755, 2.5597], [-0.4206, -1.8218, -2.3415], [-0.4114, -3.2022, -1.6913], [-0.2445, -2.7593, -2.5382]], "forces_ev_per_angstrom": [[0.8, 0.6, -0.5], [-0.7, 0.8, -0.1], [0.1, -0.5, 0.2], [0.3, 0.9, -0.5], [0.2, 0.4, 0.9], [-0.2, -0.6, 0.1], [0.1, 0.1, 0.1], [0.4, 0.0, -0.1], [0.1, -0.6, 0.1], [-0.3, 0.0, -0.2], [0.2, 0.3, 0.3], [0.1, -0.7, 0.3], [-0.5, -0.3, 0.1], [-0.5, -0.3, -0.2], [0.0, -0.2, -0.6], [-0.1, 0.0, 0.0], [0.1, 0.1, -0.4], [-0.1, 0.0, 0.5]], "smiles": "NCCCN.O", "e_above_lowest_kj_mol": 25.8, "e_homo_ev": -9.64, "charge": 0, "e_lumo_ev": 0.8713}


{"formula": "C3H12N2O", "method": "ωB97M-V with the def2-TZVPD basis set", "species": ["N", "C", "C", "N", "C", "H", "H", "H", "H", "H", "H", "H", "H", "H", "H", "H", "H", "O"], "positions_angstrom": [[-0.1598, 1.8584, -1.0602], [-1.2730, 1.4762, -0.1335], [-0.9684, 0.0030, 0.2591], [0.3137, -0.3970, 0.6281], [0.3995, -1.6669, 1.1969], [0.7003, 2.1223, -0.6286], [-0.2723, 2.2758, -1.9186], [-1.1320, 1.9682, 0.7567], [-2.2662, 1.5277, -0.6879], [-1.5719, -0.2415, 1.1839], [-1.2506, -0.6430, -0.6263], [0.9297, 0.2898, 1.0516], [-0.2586, -1.6549, 2.1525], [0.1935, -2.4328, 0.4920], [1.3896, -1.8464, 1.6497], [1.6412, -0.5280, -0.6877], [1.5860, -1.4507, -1.9786], [1.9994, -0.6600, -1.6489]], "forces_ev_per_angstrom": [[-0.6, -1.1, 2.2], [2.0, -2.3, -3.4], [-3.1, -0.7, -0.4], [3.2, 2.0, -1.0], [0.1, 0.0, 3.8], [0.2, 0.1, 0.2], [-0.8, 1.0, -1.8], [-0.6, 2.0, 2.0], [1.3, 0.2, 1.2], [-0.6, 0.1, -1.1], [-0.2, 0.4, 1.0], [-0.5, 0.0, 0.2], [0.3, -0.9, -1.4], [-0.6, -0.9, -0.4], [-0.1, 0.1, -0.6], [0.2, -0.4, -2.5], [-0.3, -0.4, 0.0], [0.1, 0.7, 2.0]], "smiles": "CNCCN.O", "e_above_lowest_kj_mol": 159.4, "e_homo_ev": -8.61, "charge": 0, "e_lumo_ev": 0.9737}


{"formula": "C3H12N2O", "method": "ωB97M-V with the def2-TZVPD basis set", "species": ["N", "C", "C", "C", "N", "H", "H", "H", "H", "H", "H", "H", "H", "H", "H", "H", "H", "O"], "positions_angstrom": [[0.0473, 0.0746, 1.2646], [0.1988, 0.4386, -0.6770], [0.4675, 1.9439, -1.0642], [-0.9493, -0.3291, -1.2239], [-1.0254, -1.6499, -0.5429], [-0.2957, 0.2813, 2.2044], [1.1993, -0.1572, -0.6416], [-0.3206, 0.7132, 0.4022], [0.0354, 2.1247, -2.0239], [-0.0197, 2.6325, -0.3868], [1.4776, 2.2433, -1.0923], [-0.8869, -0.6434, -2.2668], [-1.9387, 0.0160, -1.0818], [-0.7198, -1.3724, 0.3561], [-2.0027, -1.9837, -0.5687], [1.0725, -1.0459, 1.9122], [1.7091, -1.7892, 3.1494], [1.9511, -1.4975, 2.2812]], "forces_ev_per_angstrom": [[0.6, -1.1, -1.3], [4.3, -0.1, -5.0], [-1.3, -1.2, 1.2], [-0.7, -2.6, 0.6], [-0.2, 0.4, -1.1], [-1.0, 1.6, -0.2], [-2.1, 0.9, 0.1], [-1.7, 1.1, 4.5], [-0.6, -0.2, -0.8], [-0.4, 0.2, 0.2], [1.4, -0.3, 0.2], [0.9, 1.0, -0.5], [-0.7, 1.9, -0.2], [0.1, -1.1, 1.8], [0.9, 0.1, 0.3], [3.2, -1.8, 1.0], [0.0, -0.4, 0.9], [-2.5, 1.7, -1.8]], "e_above_lowest_kj_mol": 597.0, "spin_multiplicity": 2, "e_homo_ev": [-14.52, -14.30], "charge": 1, "e_lumo_ev": [-7.1452, -7.7692]}


{"formula": "C3H12N2O2", "method": "ωB97M-V with the def2-TZVPD basis set", "species": ["C", "C", "N", "C", "N", "H", "H", "H", "H", "H", "H", "H", "H", "H", "H", "O", "H", "H", "O"], "positions_angstrom": [[-0.7889, -1.8680, 0.4803], [-0.5242, -1.2038, -0.8481], [-0.8042, 0.2258, -0.6697], [-0.5493, 1.0801, -1.6829], [-0.8298, 2.3271, -1.6708], [-0.2544, -1.3610, 1.2850], [-0.5273, -2.9214, 0.5208], [-1.8479, -1.7858, 0.7163], [0.5340, -1.3296, -1.1043], [-1.1103, -1.6080, -1.6732], [-0.8024, 0.4211, 0.3231], [-0.1126, 0.5737, -2.5439], [-0.6902, 2.6980, -2.6048], [0.0782, 2.6146, 1.2867], [0.5875, 1.8295, 2.5353], [0.2018, 1.7166, 1.6393], [2.0791, 0.2159, 1.2698], [2.6660, -1.1314, 1.7322], [2.6949, -0.4934, 1.0090]], "forces_ev_per_angstrom": [[-0.5, -0.2, 0.2], [0.9, 0.6, 0.0], [0.0, -1.6, 0.0], [-0.3, 0.4, 0.5], [-0.2, 0.0, -0.1], [0.2, 0.0, -0.1], [0.1, -0.1, -0.2], [-0.2, 0.0, 0.1], [0.0, -0.1, 0.0], [-0.2, -0.1, 0.1], [0.0, 1.3, -0.2], [-0.1, -0.1, -0.3], [0.4, 0.2, 0.1], [0.1, 0.0, 0.1], [-0.1, 0.1, -0.1], [0.0, -0.3, 0.0], [0.0, 0.0, 0.0], [-0.1, 0.2, 0.1], [0.0, 0.0, -0.2]], "e_above_lowest_kj_mol": 11.3, "spin_multiplicity": 2, "e_homo_ev": [0.81, -5.54], "charge": -1, "e_lumo_ev": [3.6542, 3.5207]}